The following is a quantum chemistry calculation of a molecular structure, C4H9O2P in a non-equilibrium geometry, from OMol25.

Geometry as XYZ:
```
16
Properties=species:S:1:pos:R:3:forces:R:3
C 1.04870 0.58491 -0.36335 1.3887 -2.2824 -0.0987
C 1.64805 1.59839 -1.26473 -1.1207 0.8711 -1.8788
C -2.36239 -1.34153 -0.84004 3.6115 3.4427 -4.9475
C 0.29129 1.01841 0.75088 -3.6317 -0.1040 -0.3666
O 1.31941 -0.62547 -0.40548 -0.0919 0.9697 -1.0120
O -2.51048 -0.30231 -0.00389 -1.8296 2.4305 3.6127
P -1.91299 1.17703 -0.16731 1.9334 0.5692 1.7754
H 1.48383 2.57956 -0.86417 -0.0016 0.6008 0.3194
H 2.68797 1.45111 -1.36638 1.2354 -0.3788 -0.0144
H 1.25608 1.68357 -2.32223 0.0980 -0.6468 1.1254
H -1.26074 -1.35651 -0.88300 -0.2766 -1.5232 -0.8942
H -2.79006 -1.05864 -1.85453 0.5822 -0.4980 0.7428
H -2.79300 -2.18218 -0.56459 -1.9532 -3.8433 1.9239
H 0.17982 0.16322 1.41929 -0.1063 0.6914 0.4405
H 0.42638 2.03034 1.07777 -0.0143 0.2584 0.5170
H -2.29707 1.67489 1.18678 0.1767 -0.5572 -1.2447
```
Forces are in eV/Å.

Results
Total energy, Eh: -649.54789
Strongest force on any atom, eV Å⁻¹: 7.03
Energy relative to the best compared isomer or geometry (same formula, charge and spin), kJ/mol: 378.1
E_HOMO, eV: -8.7
Net charge: 0
Orbital gap, eV: 8.847